# 1
The following is a quantum chemistry calculation of the molecule C6H8O2 in a non-equilibrium geometry, from OMol25.

Frontier orbital gap in eV: 9.32
HOMO energy in eV: -9.003
LUMO level in eV: 0.32

Structure (ORCA input):
```
! RIJCOSX wB97M-V def2-TZVPD def2/J DEFGRID3
* xyz 0 1
C -1.46582 -1.25715 0.17488
C -0.27857 -0.38012 -0.21241
C -0.54830 1.02841 -0.08669
C -1.83761 1.45640 -0.03899
C 0.93618 -0.73077 -0.34215
C 2.07372 0.25344 -0.00001
H -1.11608 -2.28318 0.46301
H -1.74466 -0.91240 1.20637
H -2.37923 -1.32382 -0.42662
H 0.45923 1.56877 -0.08504
H -2.22958 2.53234 -0.02474
H -2.42133 0.58017 -0.25077
H 1.31213 -1.73131 -0.72175
H 3.89199 0.16519 0.22214
O 3.20380 -0.41805 0.05484
O 2.14412 1.45207 0.06794
*
```

=====

# 2
The following is a quantum chemistry calculation of a structure of composition C7H13NO in a non-equilibrium geometry, from OMol25.

Frontier orbital gap in eV: 8.24
HOMO energy in eV: -7.485
LUMO level in eV: 0.76

Structure (ORCA input):
```
! RIJCOSX wB97M-V def2-TZVPD def2/J DEFGRID3
* xyz 0 1
C -0.08639 1.59993 1.45442
C -0.26376 0.20155 0.96154
C 1.11717 -0.39992 0.91308
C 1.57854 0.58803 -0.50563
C -0.68249 0.04703 -0.59260
C -0.70917 -1.57665 -0.89591
C -1.62493 0.01659 0.49314
H -0.65979 1.67200 2.37141
H 0.93127 1.97117 1.57848
H -0.49307 2.37341 0.89708
H 1.08203 -1.37670 0.57228
H 1.80412 -0.21389 1.67121
H 2.01897 -0.13559 -1.04456
H 2.43789 1.29853 -0.33507
H 0.09276 0.77913 -2.10119
H -0.26290 -1.99399 0.14177
H -2.05512 -1.73410 -0.93437
H -0.21967 -2.50960 -2.56489
H -2.00740 1.11294 0.55313
H -2.29710 -0.85125 0.48444
N 0.20209 0.90359 -1.06822
O 0.09696 -1.77222 -2.04954
*
```

=====

# 3
The following is a quantum chemistry calculation of a cluster of 8 separate species, C30H58Cl14NO2 in total in a non-equilibrium geometry, from OMol25.

Frontier orbital gap (spin up / spin down) in eV: 8.56 / 9.19
HOMO energy (spin up / spin down) in eV: -8.084 / -8.720
LUMO level (spin up / spin down) in eV: 0.47 / 0.47

Structure (ORCA input):
```
! RIJCOSX wB97M-V def2-TZVPD def2/J DEFGRID3
* xyz 0 2
C 1.01259 -2.89597 -0.17011
C 0.58409 -1.79954 0.43731
C 0.74291 -0.40389 -0.09752
C -0.61696 0.19922 -0.59390
O -1.42308 -0.90434 -0.95102
C -2.81955 -0.75026 -1.07220
C -3.30545 0.07913 -2.26686
C -3.97417 1.38670 -1.84649
C -4.49949 2.24839 -3.00562
C -0.29364 1.09763 -1.79384
C 0.72274 2.24180 -1.51184
C 0.33633 3.44701 -2.42272
C 2.15903 1.88823 -1.89862
N 0.66185 2.69694 -0.09021
O 1.71216 2.53111 0.61668
C -0.62744 2.50626 0.62986
C -0.40799 2.82197 2.11126
C -1.68367 3.49933 0.12379
C -1.18395 1.05630 0.54165
H 0.54756 -3.85507 0.02343
H 1.82899 -2.88133 -0.88508
H 0.07984 -1.88402 1.39896
H 1.44113 -0.46861 -0.92825
H 1.12154 0.21359 0.71739
H -3.18526 -1.77115 -1.19097
H -3.27651 -0.38839 -0.14339
H -4.05144 -0.51444 -2.80047
H -2.48524 0.24658 -2.96755
H -4.81375 1.10786 -1.20242
H -3.28636 1.95333 -1.21170
H -5.58763 2.29784 -2.98334
H -4.15576 3.27104 -2.84752
H -4.16980 1.91219 -3.98332
H 0.09873 0.48535 -2.60869
H -1.20933 1.55589 -2.17805
H -0.23034 4.20663 -1.89264
H -0.19838 3.11574 -3.31278
H 1.24266 3.93843 -2.78086
H 2.60967 1.15056 -1.24153
H 2.78461 2.77624 -1.82631
H 2.16646 1.51307 -2.92164
H 0.21190 2.07003 2.59476
H -1.38433 2.77831 2.59948
H 0.01923 3.81281 2.25356
H -1.33305 4.52511 0.24894
H -1.88954 3.36407 -0.93884
H -2.61396 3.34883 0.66869
H -0.94895 0.54777 1.48002
H -2.27156 1.13445 0.51426
Cl 2.28651 -3.64918 2.30092
C 2.88758 -4.20965 3.89122
C 4.19220 -3.55724 4.26697
Cl 5.53380 -4.09418 3.22001
H 2.96593 -5.29290 3.84755
H 2.12391 -3.95049 4.62334
H 4.45672 -3.82973 5.28728
H 4.13375 -2.47355 4.19529
Cl -5.76828 -0.18224 -4.94778
C -7.10163 0.35076 -6.00434
C -6.63633 1.33644 -7.04498
Cl -6.15326 2.89570 -6.32547
H -7.87583 0.77728 -5.37178
H -7.49757 -0.53632 -6.49585
H -7.44890 1.54271 -7.73938
H -5.78546 0.95113 -7.60055
Cl 0.76630 -9.52503 1.67548
C -0.19336 -8.07502 2.08113
C 0.67143 -6.93444 2.54565
Cl 1.42698 -7.26595 4.13315
H -0.91860 -8.36114 2.83836
H -0.72582 -7.78650 1.17717
H 0.06426 -6.03881 2.66364
H 1.46978 -6.72027 1.83998
Cl 5.08262 0.12704 2.74744
C 4.42630 1.78777 2.74129
C 5.33794 2.76439 3.43323
Cl 5.43159 2.47223 5.19412
H 3.44560 1.75720 3.20827
H 4.30050 2.07962 1.70014
H 4.95693 3.77514 3.29990
H 6.34981 2.71678 3.03987
Cl -2.57233 -9.16050 -0.59060
C -2.33399 -10.92941 -0.58374
C -1.03437 -11.32739 -1.23348
Cl -1.04020 -11.01867 -2.99011
H -3.18649 -11.37852 -1.08625
H -2.32972 -11.24548 0.45798
H -0.87494 -12.39558 -1.09679
H -0.19792 -10.78560 -0.80076
Cl -1.98326 4.05003 -4.54525
C -2.57023 5.72796 -4.63385
C -1.64933 6.67955 -3.91452
Cl -1.66437 6.41194 -2.14991
H -3.57186 5.75134 -4.21060
H -2.62777 5.99481 -5.68765
H -1.97473 7.70405 -4.08605
H -0.62357 6.57179 -4.25699
Cl 8.85492 7.04324 8.26682
C 7.31381 6.22400 7.89800
C 7.47323 5.13670 6.86802
Cl 7.86855 5.78771 5.25562
H 6.60817 6.98130 7.56672
H 6.95447 5.78864 8.82881
H 6.53912 4.58822 6.76531
H 8.25997 4.43959 7.14424
*
```

=====

# 4
The following is a quantum chemistry calculation of a structure of composition C4H5I2NO in a non-equilibrium geometry, from OMol25.

Frontier orbital gap (spin up / spin down) in eV: 6.67 / 7.83
HOMO energy (spin up / spin down) in eV: -7.093 / -7.912
LUMO level (spin up / spin down) in eV: -0.42 / -0.08

Structure (ORCA input):
```
! RIJCOSX wB97M-V def2-TZVPD def2/J DEFGRID3
* xyz 0 1
C -0.08066 1.34111 0.36060
C 2.10439 0.24738 -0.70798
C 1.11529 -0.79723 -0.29186
C -2.46395 -0.40912 0.84671
N 0.82002 0.56230 -0.04718
O -0.38758 2.49129 0.48509
I -3.74205 0.78531 -0.23595
I -2.07851 -2.30716 -0.06376
H 3.02748 0.42012 -0.07531
H 2.08334 0.48351 -1.73130
H 0.60582 -1.19760 -1.04280
H 1.30113 -1.32021 0.63912
H -2.30474 -0.29969 1.86463
*
```

=====

# 5
The following is a quantum chemistry calculation of a cluster of 2 separate species, C5H11NO in total in a non-equilibrium geometry, from OMol25.

Frontier orbital gap in eV: 3.89
HOMO energy in eV: -6.788
LUMO level in eV: -2.89

Structure (ORCA input):
```
! RIJCOSX wB97M-V def2-TZVPD def2/J DEFGRID3
* xyz 0 1
N -0.11655 1.99731 -1.36056
C -0.47864 0.58187 -1.47442
C -0.95604 0.19422 -0.15841
C -0.16473 -0.53913 0.71932
C -0.47960 -0.89963 1.97603
C 0.33020 -1.86297 2.75800
H -0.12985 2.46992 -0.46386
H -1.13887 0.39194 -2.32637
H 0.43793 0.04498 -1.72759
H -1.82650 0.70845 0.25407
H 0.79311 -0.87580 0.32895
H -1.53465 -0.84583 2.24079
H 0.17332 -1.76823 3.83108
H 1.39674 -1.71819 2.57001
H 0.06869 -2.87746 2.43189
H 1.63667 1.49195 -4.25693
H 0.71676 2.11159 -1.96677
O 1.27201 1.39503 -3.37522
*
```

=====

# 6
The following is a quantum chemistry calculation of a structure of composition C12H35CdN3O5 in a non-equilibrium geometry, from OMol25.

Frontier orbital gap in eV: 8.32
HOMO energy in eV: -8.024
LUMO level in eV: 0.30

Structure (ORCA input):
```
! RIJCOSX wB97M-V def2-TZVPD def2/J DEFGRID3
* xyz 0 1
Cd -0.00795 0.44215 1.27443
O 1.68773 -0.29294 0.62936
H 2.12764 -1.07328 0.32160
O -0.90521 2.07691 0.54294
H -1.16108 2.95706 0.77475
C -0.58102 -2.95193 0.79172
C -0.97045 -1.93670 -0.24433
C -1.95992 -2.51331 -1.26105
O -2.37009 -1.46404 -2.10164
C -3.29529 -1.89825 -3.07239
N -1.64187 -0.76995 0.44545
H -1.46268 -3.37636 1.28461
H 0.06689 -2.55579 1.57594
H -0.00321 -3.78200 0.37874
H -0.10206 -1.52375 -0.75226
H -2.81639 -3.03653 -0.82254
H -1.45195 -3.25070 -1.89809
H -2.76046 -2.52319 -3.79157
H -3.86224 -1.06980 -3.48473
H -4.06767 -2.55306 -2.64152
H -1.98263 -0.12508 -0.26984
H -2.45482 -1.23248 0.84760
C 1.75394 -0.76142 -3.27648
C 2.16467 0.67289 -2.92967
C 1.01000 1.54350 -2.45834
O 0.12983 2.03287 -3.45687
C -1.14338 1.41583 -3.47778
N 3.23499 0.65696 -1.92467
H 1.36159 -1.27187 -2.38459
H 2.59010 -1.38598 -3.59623
H 0.95850 -0.86445 -4.01601
H 2.59770 1.00348 -3.88159
H 1.45469 2.43210 -1.99483
H 0.45258 1.05939 -1.63234
H -1.02636 0.38016 -3.81076
H -1.72153 1.92402 -4.25499
H -1.63384 1.51855 -2.50584
H 3.33513 1.60507 -1.58167
H 2.88879 0.10561 -1.14176
C 1.40808 -0.49251 4.06168
C 0.18101 0.39007 4.15352
C 0.44434 1.86809 3.91252
O 1.11736 2.03465 2.68905
C 1.52220 3.32009 2.30327
N -0.86559 -0.07473 3.16491
H 2.12158 -0.13123 4.80819
H 1.91310 -0.38111 3.10073
H 1.16252 -1.52288 4.31497
H -0.27053 0.35144 5.15252
H 1.06775 2.28080 4.72847
H -0.39906 2.57608 3.96897
H 2.30767 3.30589 1.54933
H 1.92015 3.86753 3.16451
H 0.67793 3.82942 1.83126
H -1.77985 0.23388 3.49910
H -0.96133 -1.06918 3.39421
*
```

=====

# 7
The following is a quantum chemistry calculation of the molecule C13H12N4O4 in a non-equilibrium geometry, from OMol25.

Frontier orbital gap in eV: 7.62
HOMO energy in eV: -8.882
LUMO level in eV: -1.27

Structure (ORCA input):
```
! RIJCOSX wB97M-V def2-TZVPD def2/J DEFGRID3
* xyz 0 1
O 0.79371 1.15851 -2.63800
O 1.54612 0.96499 3.55382
O -2.63547 -1.18325 -3.42264
O -3.02746 -3.36271 -3.23667
C 0.44175 0.47269 -1.75572
C 1.14169 0.91782 2.36280
C 0.90571 1.95541 0.16325
C 0.72291 0.70167 -0.36679
C -1.78161 -3.27570 0.72108
C -2.43264 -3.21610 -0.54332
C -0.60410 -2.52348 0.98822
C -0.77864 -1.53418 -1.18379
C -1.92585 -2.34232 -1.51434
C -0.18805 -1.56385 0.04469
N -0.32725 -0.60263 -2.15906
N 1.16280 2.05206 1.54842
N 0.70800 -0.32337 1.87412
N -2.60162 -2.32133 -2.72780
C 0.90720 3.25160 -0.69363
C 1.94816 3.22230 2.09114
C 0.84838 -0.53164 0.46908
H -2.11906 -3.88196 1.57362
H -3.34118 -3.81077 -0.71311
H -0.46681 -2.64708 2.03949
H -0.66567 -0.56292 -3.11278
H 1.00826 -1.09353 2.43791
H 0.49030 4.06958 -0.11486
H 1.91789 3.46926 -1.04567
H 0.37361 3.15240 -1.62180
H 1.59644 3.21795 3.12049
H 1.57665 4.12214 1.62675
H 3.03192 3.01268 1.97072
H 1.77390 -0.96420 0.26436
*
```

=====

# 8
The following is a quantum chemistry calculation of a cluster of 8 separate species, C36H42F32N2O8 in total in a non-equilibrium geometry, from OMol25.

Frontier orbital gap in eV: 10.83
HOMO energy in eV: -10.453
LUMO level in eV: 0.38

Structure (ORCA input):
```
! RIJCOSX wB97M-V def2-TZVPD def2/J DEFGRID3
* xyz 0 1
C -1.67064 4.81206 0.17486
C -0.25994 4.07434 0.05320
C 1.00833 4.85869 0.57724
F 1.78584 5.36916 -0.29204
F 0.85400 5.74984 1.52116
F -0.43650 2.92642 0.75790
F 0.09686 3.76745 -1.20846
O -1.77687 5.14952 1.48302
C -3.15634 5.44882 1.92872
C -4.10529 4.18894 2.04361
F -3.70062 3.02370 2.51197
F -5.17244 4.48979 2.83439
F -3.03016 5.96819 3.12470
F -3.56766 6.42100 1.11874
H -2.52575 4.24088 -0.18661
H -1.71809 5.61778 -0.55771
H 1.78389 4.18394 0.93961
H -4.45336 3.83483 1.07328
C -0.85466 0.10679 -4.19345
C -1.94180 -0.91823 -4.49431
C -1.32699 -2.03726 -5.34604
F -0.21584 -2.65056 -4.78101
F -2.31190 -2.96869 -5.47848
F -2.53343 -1.33263 -3.33618
F -2.92018 -0.40995 -5.23412
O -0.20142 0.70713 -5.38237
C 0.00510 2.04145 -5.38826
C -1.17838 2.78042 -6.03940
F -2.29291 2.68084 -5.32104
F -0.96936 4.07699 -6.23457
F 0.39456 2.57728 -4.23618
F 1.06157 2.03966 -6.21404
H -0.10915 -0.38325 -3.56722
H -1.35413 0.87401 -3.60183
H -1.08124 -1.68567 -6.34809
H -1.32640 2.34389 -7.02714
C -3.90104 -3.42632 3.45127
C -4.82648 -2.15745 3.23016
C -3.87973 -0.95825 3.20503
F -4.37578 0.28299 2.80124
F -3.05897 -0.76547 4.23750
F -5.50459 -2.33657 2.14924
F -5.64943 -1.87304 4.21918
O -2.96860 -3.78409 2.44774
C -3.34544 -4.39191 1.21309
C -2.13620 -4.48686 0.26224
F -2.32416 -5.22422 -0.75616
F -1.60039 -3.33050 -0.07620
F -3.80588 -5.54218 1.45659
F -4.25569 -3.73857 0.52559
H -4.51461 -4.32035 3.56238
H -3.35862 -3.18218 4.36466
H -3.24631 -1.16937 2.34346
H -1.40127 -5.04111 0.84601
C -0.93845 4.35650 4.89999
C -1.73846 4.79681 6.18254
C -2.44046 3.60389 6.74516
F -3.41086 3.84635 7.62034
F -3.07497 2.85271 5.82160
F -0.97616 5.30458 7.08289
F -2.57581 5.69384 5.81293
O -0.06419 3.31470 5.27000
C 0.16433 2.26900 4.27174
C 0.93845 1.06942 4.88601
F 2.23751 1.27655 5.29786
F 0.35009 0.59320 5.91143
F -1.03022 1.76766 3.69282
F 0.95979 2.72340 3.30875
H -0.35101 5.22778 4.61034
H -1.61374 3.91734 4.16568
H -1.72851 2.87993 7.14153
H 0.93326 0.11871 4.35290
O 1.82806 -3.90357 1.51787
C 2.92011 -4.33538 1.52718
O 3.19757 -5.59705 1.54542
C 4.59199 -5.77249 1.60837
C 5.31674 -4.40036 1.87906
C 4.18394 -3.51274 1.30390
H 4.93102 -6.21933 0.67377
H 4.86271 -6.55064 2.32202
H 6.22757 -4.32104 1.28561
H 5.57262 -4.26020 2.92929
H 4.26685 -3.30429 0.23723
H 4.00673 -2.54453 1.77216
O 2.70401 -0.40322 -2.73382
C 3.29106 0.36299 -3.48173
O 3.16066 0.28051 -4.75867
C 4.02918 1.19677 -5.50378
C 4.54372 2.07863 -4.45139
C 4.33502 1.36853 -3.10775
H 3.62528 1.74543 -6.35462
H 4.74689 0.48251 -5.90731
H 4.09158 3.07039 -4.44198
H 5.60140 2.21886 -4.67445
H 3.98637 2.00016 -2.29070
H 5.31305 1.10594 -2.70453
C 3.32618 -3.83800 -3.30393
C 2.06099 -3.43905 -2.56994
C 1.09494 -4.60296 -2.22668
C 1.16979 -5.85775 -3.01010
N 1.15923 -6.75707 -3.72052
H 3.20028 -3.93847 -4.38195
H 3.67136 -4.81873 -2.97663
H 4.03170 -3.02210 -3.14692
H 1.67841 -2.55250 -3.07567
H 2.29256 -2.87896 -1.66398
H 0.06181 -4.32503 -2.43524
H 0.98712 -4.80855 -1.16168
C -1.32747 -0.00689 -0.01658
C -0.18875 -0.60329 0.85227
C 1.25924 -0.57359 0.16611
C 2.05613 0.71426 0.16155
N 2.67764 1.64710 0.19468
H -2.11399 -0.74459 -0.17560
H -1.03196 0.39183 -0.98704
H -1.79425 0.84857 0.47169
H -0.54488 -1.58903 1.15159
H -0.21623 -0.00725 1.76445
H 1.00404 -0.76186 -0.87673
H 1.86586 -1.39644 0.54432
*
```

=====

no.,M (g mol⁻¹)
1,112.13
2,127.19
3,961.14
4,336.90
5,101.15
6,413.84
7,288.26
8,1238.67